Record 1
{"formula": "C15H30N3O6P", "method": "ωB97M-V/def2-TZVPD", "charge": 0, "gap_ha": 0.331, "molar_mass_g_mol": 379.4, "spin_multiplicity": 1, "total_energy_ev": -42077.649, "e_homo_ev": -9.067, "relative_energy_kj_mol": 1154.5, "smiles": "C#CN(OC[C@H](C)C(C)C)C(=O)O[PH2]=O.CN(C)C=O.CN(C)C=O", "e_lumo_ev": -0.05, "symbols": ["C", "H", "C", "C", "H", "C", "H", "C", "C", "H", "H", "H", "H", "H", "C", "C", "C", "C", "O", "O", "N", "H", "C", "H", "H", "H", "H", "C", "C", "H", "H", "H", "O", "H", "C", "H", "H", "H", "H", "H", "H", "O", "H", "H", "C", "H", "H", "N", "P", "H", "H", "H", "O", "O", "N"], "coordinates": [[-1.384690, -3.177428, -5.053624], [-3.391149, -2.421644, -6.475708], [-1.100615, 4.506440, 0.140230], [-0.508095, -0.365507, 0.950190], [-5.413348, 0.372436, 0.822326], [0.142375, -0.949856, 1.948532], [4.118784, -3.542683, 0.493478], [-3.330098, -1.766700, -5.604223], [-0.339359, 3.512668, 1.202738], [1.969764, 1.469208, 1.945912], [1.408168, 3.886220, -0.148220], [0.405187, -1.706165, 2.788952], [-0.975921, -0.938877, -3.586650], [-0.323398, 5.349264, -0.081757], [2.170364, 2.485191, 1.429830], [3.804685, -2.833083, 1.260812], [-1.978588, -1.372590, -3.543100], [-2.411422, -0.064007, -0.423366], [-3.169432, 0.272876, -1.377611], [3.105086, -1.548738, 3.633777], [-0.902988, 0.084316, -0.441192], [5.237664, -4.953185, 2.303840], [3.450460, -2.717305, 3.658765], [-3.195211, -0.735064, -5.940076], [4.179158, -5.184495, 3.716457], [0.589550, 3.821221, 3.239687], [4.482276, -1.975252, 1.268355], [-0.000494, 4.473648, 2.494268], [0.697753, 1.787534, -0.633748], [1.430380, 0.904102, -0.560770], [0.880956, 2.262176, -1.686546], [-2.717794, -0.578380, -3.436956], [-0.433860, -3.537647, -4.382381], [2.793539, -2.479116, 1.042962], [0.983704, 2.975353, 0.448960], [-2.043215, 4.995133, 0.579901], [3.494434, -3.285917, 4.602000], [-4.271082, 0.469769, 2.881470], [-1.298644, 3.986637, -0.878756], [3.540385, -5.459655, 2.077606], [-4.257692, -1.845591, -5.030969], [-3.725860, 2.072794, 1.089858], [0.528419, 5.448263, 2.192602], [-1.026346, 4.686352, 2.987108], [4.216431, -4.846190, 2.679079], [-1.654211, -3.688155, -5.992635], [2.457320, 3.265686, 2.247796], [-2.217145, -2.135032, -4.753454], [-4.117980, 0.605391, 1.445487], [-1.037517, 2.695345, 1.608385], [-2.033375, -2.044008, -2.682205], [3.130431, 2.377154, 0.776108], [-0.714179, 1.424330, -0.597652], [-3.060316, -0.579390, 0.784464], [3.816747, -3.457848, 2.569663]], "atomic_forces_ev_per_a": [[-0.226, 0.415, 0.228], [0.079, 0.031, 0.128], [0.981, -0.213, -0.062], [4.562, -3.589, 4.345], [1.041, -0.522, 0.703], [-4.197, 2.026, -5.360], [-0.043, 0.028, 0.186], [0.139, 0.063, 0.243], [-0.188, 1.724, -0.162], [0.158, 1.677, -0.894], [-0.775, -1.628, 1.047], [-0.433, 2.187, -1.802], [-0.086, 0.023, 0.190], [-1.434, -1.315, 0.384], [0.749, 0.243, -0.131], [-0.100, 0.287, 0.103], [0.186, -0.142, -0.116], [-3.860, 1.607, -3.151], [4.145, -1.585, 4.418], [0.024, -0.331, -0.221], [-2.314, -2.860, 4.268], [-0.052, -0.195, 0.054], [0.166, -0.209, -0.490], [-0.189, -0.050, -0.083], [-0.020, 0.120, -0.100], [-0.711, 1.417, -1.025], [-0.105, -0.023, -0.160], [-0.667, -1.515, -0.314], [0.953, 1.728, -1.160], [-1.473, 1.142, 0.273], [-0.434, -1.011, 1.745], [0.126, -0.211, -0.125], [-0.328, 0.259, -0.057], [0.133, 0.056, -0.151], [0.598, -0.151, 0.592], [1.366, -0.967, -0.755], [0.041, -0.095, -0.039], [0.464, -0.782, -1.087], [0.021, 0.812, 1.861], [0.137, -0.138, 0.075], [-0.070, 0.078, -0.184], [-0.659, -4.243, 1.275], [-0.695, -1.574, 0.570], [1.743, -0.056, -0.813], [-0.031, 0.180, -0.180], [-0.088, 0.052, -0.037], [-0.715, -1.351, -1.526], [0.493, -0.809, -0.414], [0.685, 4.261, -2.355], [1.140, 1.067, -0.945], [0.050, 0.168, 0.039], [-1.628, -0.004, 1.134], [1.225, 1.646, -0.368], [0.346, 1.955, -0.499], [-0.228, 0.314, 0.900]]}


Record 2
{"formula": "C31H31MnN5O6", "method": "ωB97M-V/def2-TZVPD", "charge": 1, "gap_ha": [0.191, 0.187], "molar_mass_g_mol": 624.6, "spin_multiplicity": 5, "s_squared": 6.053, "total_energy_ev": -83701.345, "e_homo_ev": [-9.543, -9.506], "e_lumo_ev": [-4.35, -4.42], "symbols": ["N", "H", "O", "C", "H", "H", "N", "C", "C", "H", "C", "C", "C", "H", "C", "O", "C", "H", "C", "H", "C", "H", "H", "C", "H", "H", "H", "C", "H", "C", "C", "H", "C", "O", "H", "C", "C", "C", "O", "H", "C", "N", "C", "H", "O", "C", "H", "H", "H", "H", "H", "C", "O", "C", "C", "C", "H", "H", "C", "H", "C", "H", "N", "H", "C", "C", "H", "Mn", "H", "C", "H", "N", "H", "C"], "coordinates": [[0.415168, -1.875017, 0.546513], [-4.667192, 2.212398, 0.272016], [5.924323, 2.968363, -2.097933], [3.947416, 1.744300, -1.966052], [0.063357, 5.672285, -0.087381], [2.598267, -1.225595, -1.051318], [1.786678, 0.620845, -0.584962], [0.225283, -0.918596, 3.351176], [0.974881, -2.862481, 5.296048], [-0.147489, -3.543894, -0.588728], [-1.417401, 2.993082, -0.194957], [-0.719515, 4.093525, 3.818306], [-4.999324, 4.625352, 1.486819], [0.090842, -0.944582, -2.170821], [0.579272, -2.226532, 2.964159], [-0.177936, -0.025868, 2.504795], [2.720624, -0.158577, -1.166615], [1.167375, 5.090786, 3.724894], [-2.576268, 2.230064, -0.206910], [-1.160317, 3.091771, 5.690721], [0.666671, -1.562062, 5.660309], [-3.453221, 0.547495, -1.289295], [-2.463295, 5.630364, 1.598253], [0.305679, -0.584761, 4.723271], [0.549793, 3.476469, 5.464356], [-2.545666, -1.205079, -2.012905], [0.663409, -4.745307, 6.288179], [-3.731583, 4.020374, 0.947206], [-5.660255, 3.862819, 1.898096], [-0.359216, 3.149431, 4.954638], [-0.478486, -1.792128, -1.782544], [-0.664489, -2.452816, -2.629479], [2.984821, 2.551958, -1.346860], [1.092633, 3.970949, 0.292490], [2.356552, -4.295272, 6.111684], [5.094897, 2.349781, -2.758454], [0.514385, 4.547475, 3.039362], [-1.348865, 4.181219, 0.507185], [4.970441, 2.108166, -3.973430], [1.353864, -3.494259, 7.318068], [-1.803631, -1.290658, -1.218033], [-1.623454, 0.017230, -0.563566], [-2.566465, 0.860310, -0.731054], [0.106514, 0.931373, 6.251380], [0.511589, 1.915834, 1.150119], [0.327339, -2.575506, -0.759408], [0.715042, -1.281062, 6.707204], [-5.545775, 5.142640, 0.696373], [1.169532, -4.172183, 3.616134], [-0.136189, 1.638602, 3.421021], [-2.192788, -1.997265, -0.478279], [1.948542, 1.961917, -0.690483], [-0.311697, 2.537717, -0.849616], [-0.005167, 4.865735, 0.644315], [3.782582, 0.359214, -1.857848], [-2.513470, 4.690088, 1.061613], [0.621159, -3.707535, 1.404666], [-1.228902, 4.965656, 4.229575], [-3.742760, 2.777812, 0.323873], [3.071204, 3.629290, -1.375358], [0.821594, 2.663605, 0.017227], [0.894027, 6.176780, 1.864018], [-0.129763, 1.786407, 4.434813], [-4.787140, 5.352908, 2.268949], [1.358090, -3.905209, 6.310483], [0.079536, 0.755086, 5.178788], [4.498300, -0.298924, -2.331282], [0.270006, 0.163164, 0.654676], [1.081563, 3.678958, 2.688051], [0.540558, -2.632541, 1.577608], [-1.433956, 3.595116, 3.159066], [0.197799, 5.449023, 1.932991], [1.334088, -2.769771, -1.128893], [0.924275, -3.164758, 3.937976]], "atomic_forces_ev_per_a": [[-0.025, -0.148, -0.059], [0.002, 0.000, 0.003], [0.175, 0.194, 0.352], [-0.163, -0.084, 0.071], [-0.003, -0.009, -0.003], [0.034, 0.003, 0.003], [0.229, -0.013, -0.111], [0.029, 0.049, -0.050], [-0.013, 0.059, 0.037], [-0.005, -0.001, -0.001], [-0.061, 0.007, 0.044], [0.009, -0.019, -0.017], [0.012, -0.006, -0.004], [0.009, 0.000, -0.003], [0.009, -0.111, 0.002], [-0.184, -0.126, 0.076], [-0.016, -0.087, 0.047], [-0.006, 0.012, -0.002], [-0.012, -0.031, -0.038], [-0.015, -0.006, -0.013], [0.025, -0.075, 0.001], [-0.009, 0.021, 0.008], [0.000, -0.004, 0.001], [0.012, 0.039, 0.087], [-0.003, 0.005, 0.005], [-0.004, 0.008, 0.005], [0.001, -0.002, 0.002], [0.006, 0.013, 0.006], [-0.001, -0.001, -0.002], [0.012, 0.008, -0.005], [-0.009, 0.017, 0.022], [0.001, -0.004, 0.003], [0.049, 0.103, -0.009], [0.088, 0.008, 0.021], [0.001, -0.001, 0.003], [-0.088, -0.177, -0.704], [-0.004, -0.014, 0.002], [0.018, -0.006, -0.009], [-0.043, -0.012, 0.312], [-0.001, 0.004, -0.001], [-0.002, 0.003, 0.004], [-0.078, -0.011, 0.066], [0.002, 0.049, -0.019], [-0.008, 0.013, -0.001], [-0.067, 0.090, 0.016], [-0.002, -0.012, 0.022], [-0.001, -0.006, 0.000], [0.003, 0.003, -0.001], [0.001, -0.002, 0.006], [-0.024, 0.009, -0.031], [0.006, -0.003, -0.001], [-0.111, 0.030, 0.043], [0.066, 0.057, -0.074], [-0.044, 0.018, -0.043], [0.100, -0.017, -0.081], [-0.027, 0.005, 0.005], [-0.006, 0.004, 0.020], [0.010, 0.002, 0.016], [0.006, -0.010, 0.008], [-0.015, 0.000, 0.016], [-0.113, -0.020, -0.031], [-0.005, 0.001, 0.005], [0.011, 0.021, 0.020], [0.000, -0.002, 0.003], [0.000, 0.000, -0.023], [0.013, -0.053, -0.019], [-0.024, -0.022, 0.002], [0.255, 0.174, 0.005], [0.001, 0.009, 0.001], [0.007, 0.034, 0.005], [-0.010, 0.007, 0.009], [0.012, -0.007, 0.020], [-0.004, 0.003, -0.011], [-0.009, 0.024, -0.037]]}


Record 3
{"formula": "C6H17NOP", "method": "ωB97M-V/def2-TZVPD", "charge": 1, "gap_ha": 0.374, "molar_mass_g_mol": 150.2, "spin_multiplicity": 1, "total_energy_ev": -19317.577, "e_homo_ev": -13.834, "relative_energy_kj_mol": 53.8, "e_lumo_ev": -3.65, "symbols": ["H", "H", "H", "H", "H", "H", "H", "N", "P", "H", "H", "H", "H", "H", "H", "C", "C", "H", "H", "H", "O", "H", "C", "C", "C", "C"], "coordinates": [[-4.380426, -0.353121, -1.183799], [1.282993, -1.696937, 1.984520], [1.467658, -2.043810, -2.166826], [-2.156527, -0.568711, 2.017908], [-1.574890, -0.108783, -0.338878], [-4.024594, -0.158064, 1.551153], [2.161979, 2.848542, 0.949402], [-2.664853, 0.124705, 0.076048], [1.065583, -0.574019, -0.276676], [-4.232538, 1.349250, -0.668887], [0.355974, 1.787759, 0.030205], [3.173527, 1.177901, 1.207694], [2.790598, -1.072894, 1.137424], [1.874825, 1.472845, -1.002467], [2.067667, -2.489664, 0.600566], [-2.966023, -0.137478, 1.302097], [1.333131, 1.241993, -0.087350], [1.420282, -0.400422, -2.691896], [-3.042963, 0.669991, -1.788611], [2.816234, -1.085557, -1.900528], [-0.434153, -0.818547, -0.223772], [1.649886, 1.313155, 2.029270], [1.809311, -1.547165, 1.019742], [1.724777, -1.025219, -1.793102], [2.120786, 1.648841, 1.122984], [-3.638237, 0.445406, -0.906217]], "atomic_forces_ev_per_a": [[0.976, 0.407, 0.621], [0.185, 0.502, -0.814], [-0.363, 0.447, 0.869], [-1.498, 1.172, -1.389], [-0.574, -0.258, 1.470], [0.159, 0.293, 0.425], [0.352, -2.836, 1.365], [0.629, -0.958, 1.916], [-2.426, 1.144, 1.779], [0.410, -0.432, 0.116], [0.727, -0.855, -0.803], [-1.451, 1.118, -0.531], [0.002, -0.082, 0.623], [-0.248, 0.663, -0.087], [-0.092, -1.065, -0.341], [1.616, -1.244, -0.819], [-0.322, -1.089, 0.036], [0.044, -0.220, 1.442], [-0.439, 0.073, -0.309], [-0.010, 0.452, 0.608], [-0.232, -0.118, -0.519], [-0.489, 0.504, 0.522], [0.983, 0.765, 0.228], [1.266, -1.222, -4.158], [2.307, 2.056, -0.537], [-1.510, 0.783, -1.714]]}


Record 4
{"formula": "C6H12N2O2S", "method": "ωB97M-V/def2-TZVPD", "charge": 0, "gap_ha": 0.389, "molar_mass_g_mol": 176.2, "spin_multiplicity": 1, "total_energy_ev": -24325.000, "e_homo_ev": -10.091, "relative_energy_kj_mol": 189.8, "smiles": "CNS(=O)(=O)CCCCC#N", "e_lumo_ev": 0.49, "symbols": ["S", "H", "H", "H", "O", "H", "H", "C", "O", "C", "C", "H", "C", "H", "N", "H", "H", "N", "H", "H", "H", "C", "C"], "coordinates": [[-1.508870, 0.582410, 1.547411], [1.622427, 1.255551, 0.936904], [1.746592, 1.457461, -1.205111], [2.590339, -1.264574, -0.719384], [-2.621363, 1.434714, 1.871081], [-2.241444, -1.568327, 1.866854], [-0.901707, 0.791550, -0.663150], [0.973581, 0.598512, 0.383250], [-0.734423, 0.071692, 2.721493], [3.641282, -0.317052, -2.209012], [-3.230389, -1.149211, 0.155480], [-4.094676, -0.573171, 0.388467], [1.600476, 0.461069, -0.986581], [-3.562434, -2.179405, 0.157416], [-2.086154, -1.007156, 1.056466], [0.902270, -0.486245, 0.701554], [-2.903620, -0.871474, -0.802811], [4.235953, -0.353514, -3.200260], [-0.425436, 2.211203, 0.415543], [3.576641, 0.024675, -0.053021], [0.938152, -0.001258, -1.682641], [2.954573, -0.242702, -0.957128], [-0.471770, 1.125252, 0.277179]], "atomic_forces_ev_per_a": [[-1.023, -5.431, 5.425], [-0.079, -0.217, 0.900], [0.381, 2.272, -1.676], [0.815, 0.014, -0.083], [0.545, 0.563, -1.301], [0.449, 0.202, 0.971], [-0.294, 0.409, -0.127], [-0.850, -3.064, -0.426], [-0.558, 1.983, -2.348], [1.344, 0.372, -1.363], [0.473, -0.137, 0.688], [-0.661, 0.794, 0.526], [0.492, 0.506, 0.686], [0.240, -0.310, -0.121], [0.168, 1.699, -1.315], [0.264, 1.388, 0.803], [0.198, 0.155, -1.585], [-0.683, -0.023, 0.869], [-0.515, -0.072, -0.494], [-0.375, 0.099, -1.306], [-0.386, -0.352, -0.625], [-1.370, -1.574, 2.239], [1.423, 0.724, -0.335]]}